# 1
The following is a DFT calculation (the ωB97M-V functional and the def2-TZVPD basis) of a structure of composition C24H26BeClF4N2NbO6S at a distorted geometry.

Calculated values
spin multiplicity	1
max |F|	4.503	eV/Å
DFT total energy	-76740.0807	eV
HOMO level	-7.48	eV
frontier orbital gap	2.01	eV

Each line ends with the Löwdin charge.
Atoms and positions in Å:
N1 5.76 0.41 2.18  -0.041
C1 4.86 0.85 3.25  -0.391
C2 3.33 0.75 2.91  -0.350
Nb1 2.67 1.87 1.05  1.532
C3 3.27 3.85 1.97  -0.270
O1 3.46 5.00 1.09  -0.056
C4 4.50 4.94 0.25  -0.778
F1 5.00 6.20 0.13  0.129
F2 5.51 4.17 0.67  0.132
F3 4.16 4.57 -0.98  0.135
C5 0.51 2.00 1.73  -0.295
C6 -0.17 3.21 1.70  -0.121
C7 -1.47 3.18 2.13  -0.111
C8 -2.11 2.05 2.55  -0.158
N2 -1.48 0.88 2.60  0.056
C9 -0.23 0.91 2.18  -0.243
S1 1.96 -0.30 -0.19  0.435
O2 2.71 -0.53 -1.38  -0.410
O3 1.91 -1.46 0.68  -0.427
F4 0.41 -0.05 -0.72  -0.311
H1 5.26 -0.11 1.48  0.030
H2 6.19 1.21 1.72  0.038
H3 5.14 1.86 3.58  0.080
H4 5.04 0.19 4.10  0.083
H5 2.80 1.12 3.80  0.043
H6 3.14 -0.33 2.84  0.033
H7 2.19 2.77 -0.47  -0.075
H8 4.28 1.61 0.26  -0.062
H9 4.12 3.73 2.65  0.056
H10 2.44 4.13 2.62  0.057
H11 0.30 4.12 1.37  0.095
H12 -2.03 4.10 2.12  0.081
H13 -3.13 2.12 2.89  0.102
H14 0.28 -0.05 2.18  0.073
C10 -4.28 -6.09 -5.99  -0.028
C11 -5.44 -5.65 -5.38  -0.034
C12 -5.39 -4.86 -4.25  0.023
C13 -4.16 -4.51 -3.70  -0.084
C14 -2.98 -4.98 -4.30  -0.084
C15 -3.04 -5.75 -5.44  0.016
C16 -1.67 -4.65 -3.70  -0.381
O4 -0.63 -5.04 -4.24  -0.068
C17 -1.64 -3.85 -2.46  -0.109
C18 -0.43 -3.58 -1.83  0.023
C19 -0.40 -2.81 -0.68  0.011
C20 -1.58 -2.30 -0.14  0.012
C21 -2.79 -2.57 -0.75  0.017
C22 -2.84 -3.35 -1.90  -0.114
C23 -4.10 -3.67 -2.51  -0.321
O5 -5.21 -3.22 -2.03  -0.190
H15 -4.32 -6.70 -6.88  0.117
H16 -6.40 -5.92 -5.80  0.116
H17 -6.30 -4.51 -3.78  0.128
H18 -2.13 -6.10 -5.91  0.124
H19 0.49 -3.96 -2.25  0.116
H20 0.55 -2.60 -0.20  0.078
H21 -1.54 -1.69 0.75  0.122
H22 -3.70 -2.17 -0.32  0.112
Be1 -0.02 -3.19 -5.00  0.699
C24 -0.56 6.61 4.20  -0.140
O6 -1.44 5.80 3.42  -0.143
H23 0.34 6.03 4.40  0.077
H24 -0.30 7.52 3.66  0.078
H25 -1.03 6.87 5.15  0.076
H26 -2.23 6.32 3.25  0.079
Cl1 -5.38 -4.38 -0.35  0.581

=====

# 2
The following is a DFT calculation (the ωB97M-V functional and the def2-TZVPD basis) of a structure of composition C24H26Cl2N5OS2V at a distorted geometry.

Calculated values
spin multiplicity	1
net charge	+2
max |F|	2.681	eV/Å
DFT total energy	-107198.3211	eV
HOMO level	-14.06	eV
frontier orbital gap	6.45	eV

Each line ends with the Löwdin charge.
Atoms and positions in Å:
V1 -0.24 0.23 -0.88  0.888
N1 2.75 1.91 -0.47  0.177
C1 2.36 1.61 -1.70  -0.650
N2 1.22 0.98 -1.98  -0.037
C2 1.06 0.78 -3.36  -0.306
C3 2.07 1.22 -4.11  -0.286
S1 3.29 1.94 -3.11  1.168
C4 -0.24 0.23 -3.77  -0.317
C5 -0.66 0.00 -5.01  -0.301
S2 -2.30 -0.51 -5.00  1.164
C6 -2.34 -0.40 -3.28  -0.637
N3 -1.19 0.00 -2.74  -0.015
N4 -3.45 -0.74 -2.63  0.134
H1 2.11 1.85 0.30  0.074
H2 3.58 2.47 -0.33  0.130
H3 2.19 1.18 -5.18  0.103
H4 -0.12 0.12 -5.94  0.104
H5 -4.28 -0.99 -3.14  0.122
H6 -3.55 -0.58 -1.64  0.028
C7 2.96 -1.92 -1.11  -0.030
C8 1.81 -2.85 -0.70  -0.328
C9 0.61 -2.76 -1.65  -0.024
C10 1.47 -2.66 0.78  -0.121
C11 1.72 -3.69 1.67  -0.002
C12 1.54 -3.51 3.03  -0.021
C13 1.16 -2.27 3.52  -0.006
C14 0.89 -1.20 2.67  -0.111
C15 0.53 0.13 3.32  -0.334
C16 -0.98 0.27 3.60  -0.033
C17 1.06 1.37 2.62  -0.055
C18 0.99 -1.45 1.31  -0.161
O1 0.58 -0.48 0.39  -0.220
H7 3.14 -1.98 -2.19  0.092
H8 3.88 -2.21 -0.60  0.099
H9 2.76 -0.88 -0.85  0.048
H10 2.19 -3.87 -0.79  0.138
H11 0.07 -1.82 -1.52  0.014
H12 -0.12 -3.56 -1.46  0.104
H13 0.92 -2.82 -2.69  0.100
H14 2.08 -4.64 1.29  0.129
H15 1.73 -4.33 3.72  0.124
H16 1.08 -2.12 4.59  0.133
H17 1.02 0.09 4.29  0.137
H18 -1.49 0.72 2.74  0.034
H19 -1.15 0.91 4.46  0.096
H20 -1.44 -0.70 3.81  0.092
H21 0.50 1.58 1.71  0.038
H22 2.13 1.27 2.39  0.091
H23 0.95 2.24 3.27  0.101
Cl1 -0.77 4.65 0.05  0.758
C19 -2.00 3.59 0.62  -0.599
C20 -3.09 4.05 1.35  -0.053
C21 -4.06 3.16 1.79  -0.023
C22 -3.96 1.79 1.53  -0.059
C23 -2.87 1.37 0.81  -0.524
Cl2 -2.55 -0.33 0.47  0.868
C24 -1.89 2.24 0.33  -0.379
N5 -0.89 1.62 -0.40  -0.042
H24 -3.17 5.10 1.57  0.128
H25 -4.90 3.53 2.35  0.130
H26 -4.71 1.10 1.89  0.131

=====

# 3
The following is a DFT calculation (the ωB97M-V functional and the def2-TZVPD basis) of a structure of composition C24H26Cl8CuF12N4O12S4 at a distorted geometry.

Calculated values
spin multiplicity	2
max |F|	5.871	eV/Å
DFT total energy	-276599.3414	eV
HOMO level (spin up / spin down)	-10.34 / -10.34	eV
frontier orbital gap (spin up / spin down)	8.51 / 5.03	eV

Each line ends with the Löwdin charge.
Atoms and positions in Å:
Cu1 1.42 0.20 -2.07  0.891
C1 2.92 -3.01 -3.82  -0.670
F1 3.58 -2.42 -2.82  0.105
F2 3.76 -3.54 -4.67  0.189
F3 2.18 -3.95 -3.26  0.159
S1 1.79 -1.68 -4.65  0.692
O1 2.00 -1.76 -6.07  -0.236
O2 0.46 -2.03 -4.21  -0.291
N1 2.35 -0.25 -3.85  -0.360
S2 3.48 0.30 -4.81  0.599
O3 4.55 -0.65 -4.99  -0.258
O4 3.03 0.97 -6.01  -0.270
C2 4.08 1.83 -3.81  -0.673
F4 4.45 1.41 -2.59  0.113
F5 5.09 2.41 -4.41  0.190
F6 3.08 2.68 -3.72  0.151
C3 -1.12 -2.88 -1.00  -0.640
F7 -1.27 -3.94 -0.22  0.180
F8 -0.99 -3.18 -2.28  0.179
F9 -2.18 -2.09 -0.87  0.141
S3 0.41 -1.95 -0.33  0.738
O5 0.66 -2.33 1.02  -0.225
O6 1.50 -2.08 -1.28  -0.322
N2 0.02 -0.26 -0.63  -0.326
S4 -0.64 0.41 0.64  0.610
O7 -1.31 -0.44 1.60  -0.264
O8 0.29 1.40 1.15  -0.296
C4 -2.07 1.53 -0.04  -0.644
F10 -2.93 0.69 -0.63  0.135
F11 -2.66 2.21 0.93  0.153
F12 -1.59 2.41 -0.91  0.115
Cl1 -5.53 -1.37 5.31  0.543
C5 -3.88 -1.67 4.69  -0.676
C6 -3.20 -0.34 4.42  -0.654
Cl2 -2.42 0.15 5.96  0.539
H1 -3.86 -2.31 3.81  0.067
H2 -3.35 -2.22 5.45  0.050
H3 -3.82 0.41 3.93  0.073
H4 -2.42 -0.49 3.67  0.036
Cl3 0.54 5.51 0.41  0.554
C7 -0.45 5.23 1.86  -0.652
C8 0.16 4.18 2.78  -0.678
Cl4 1.34 4.88 3.90  0.552
H5 -1.45 4.88 1.62  0.056
H6 -0.56 6.15 2.43  0.064
H7 0.70 3.42 2.20  0.019
H8 -0.57 3.59 3.33  0.078
Cl5 5.09 -3.70 1.99  0.553
C9 3.53 -3.59 2.90  -0.626
C10 3.45 -4.86 3.76  -0.686
Cl6 1.92 -4.81 4.64  0.567
H9 2.79 -3.59 2.10  0.042
H10 3.49 -2.70 3.51  0.073
H11 4.25 -4.86 4.50  0.065
H12 3.45 -5.79 3.20  0.066
Cl7 -3.25 3.90 -3.25  0.558
C11 -4.37 4.01 -1.88  -0.628
C12 -3.72 4.81 -0.75  -0.731
Cl8 -3.32 6.47 -1.11  0.586
H13 -4.61 3.00 -1.53  0.060
H14 -5.30 4.45 -2.25  0.069
H15 -2.80 4.31 -0.45  0.015
H16 -4.22 4.71 0.21  0.082
C13 6.05 2.33 2.66  -0.062
C14 4.87 2.74 2.05  -0.048
C15 4.28 1.91 1.13  0.013
C16 4.76 0.59 0.96  -0.120
C17 5.91 0.21 1.58  -0.005
C18 6.58 1.08 2.45  -0.054
N3 4.02 -0.30 0.05  -0.284
O9 4.56 -1.34 -0.22  0.120
O10 3.00 0.13 -0.46  -0.026
H17 6.49 2.98 3.41  0.114
H18 4.46 3.71 2.32  0.110
H19 3.30 2.21 0.78  0.115
H20 6.35 -0.78 1.55  0.109
H21 7.47 0.71 2.93  0.115
C19 -5.34 -2.01 -3.63  -0.070
C20 -4.85 -3.12 -2.94  -0.050
C21 -4.89 -3.12 -1.55  -0.017
C22 -5.34 -2.00 -0.82  -0.163
C23 -5.70 -0.87 -1.54  -0.003
C24 -5.75 -0.90 -2.94  -0.067
N4 -5.34 -1.98 0.62  -0.354
O11 -5.18 -3.06 1.16  0.083
O12 -5.51 -0.94 1.21  0.083
H22 -5.43 -2.03 -4.71  0.112
H23 -4.38 -4.00 -3.36  0.110
H24 -4.40 -3.94 -1.03  0.114
H25 -6.04 0.00 -0.99  0.117
H26 -5.94 0.05 -3.42  0.110

=====

# 4
The following is a DFT calculation (the ωB97M-V functional and the def2-TZVPD basis) of a structure of composition C24H26F6MgN8O7S3.

Calculated values
spin multiplicity	1
max |F|	0.718	eV/Å
DFT total energy	-105826.0194	eV
HOMO level	-8.66	eV
frontier orbital gap	8.90	eV

Each line ends with the Löwdin charge.
Atoms and positions in Å:
Mg1 0.15 -0.36 0.01  0.489
F1 -1.03 2.58 3.56  0.145
C1 -2.14 2.49 2.83  -0.679
F2 -3.19 2.42 3.64  0.161
F3 -2.25 3.57 2.06  0.143
S1 -2.08 1.01 1.74  0.642
O1 -0.87 1.22 0.95  -0.344
O2 -3.34 0.97 1.08  -0.219
N1 -1.93 -0.14 2.80  -0.257
S2 -0.87 -1.26 2.93  0.648
O3 -0.03 -1.44 1.72  -0.369
O4 -1.38 -2.45 3.50  -0.222
C2 0.37 -0.61 4.14  -0.678
F4 0.89 0.52 3.69  0.139
F5 -0.22 -0.40 5.31  0.159
F6 1.34 -1.51 4.28  0.153
C3 1.02 -5.48 -2.28  -0.010
N2 1.08 -4.04 -2.14  -0.084
C4 1.44 -3.16 -3.22  -0.021
C5 1.46 -1.81 -2.53  -0.450
O5 1.77 -0.77 -3.07  0.044
N3 1.08 -1.98 -1.22  0.128
C6 0.89 -3.29 -1.03  -0.364
N4 0.56 -3.82 0.14  0.244
H1 0.34 -5.74 -3.09  0.099
H2 0.65 -5.94 -1.37  0.081
H3 2.01 -5.88 -2.50  0.098
H4 0.70 -3.17 -4.03  0.139
H5 2.43 -3.40 -3.64  0.143
H6 0.24 -3.19 0.86  0.082
H7 0.22 -4.76 0.19  0.111
O6 -2.89 -2.56 -0.44  0.051
C7 -2.67 -1.57 -1.12  -0.539
N5 -3.49 -1.08 -2.11  0.162
C8 -2.91 0.06 -2.80  -0.262
C9 -1.64 0.22 -1.95  -0.453
O7 -0.78 1.09 -2.08  0.044
N6 -1.54 -0.77 -1.06  0.103
C10 -3.75 1.33 -2.74  -0.148
C11 -3.35 2.44 -3.48  -0.025
C12 -4.07 3.62 -3.42  -0.077
C13 -5.20 3.71 -2.63  -0.093
C14 -5.61 2.61 -1.89  -0.075
C15 -4.88 1.42 -1.94  -0.026
C16 -2.58 -0.31 -4.25  -0.139
C17 -3.63 -0.46 -5.15  -0.027
C18 -3.39 -0.86 -6.45  -0.077
C19 -2.09 -1.11 -6.87  -0.093
C20 -1.04 -0.94 -5.99  -0.077
C21 -1.28 -0.54 -4.68  -0.015
H8 -4.35 -1.53 -2.36  0.156
H9 -2.46 2.37 -4.10  0.120
H10 -3.74 4.47 -4.00  0.101
H11 -5.77 4.63 -2.59  0.099
H12 -6.49 2.67 -1.26  0.103
H13 -5.18 0.58 -1.33  0.111
H14 -4.65 -0.25 -4.83  0.122
H15 -4.22 -0.98 -7.14  0.103
H16 -1.90 -1.41 -7.90  0.100
H17 -0.02 -1.12 -6.31  0.103
H18 -0.44 -0.40 -4.00  0.090
C22 1.71 2.88 -3.11  -0.063
N7 2.09 1.94 -2.07  -0.032
C23 1.90 2.15 -0.77  -0.779
S3 2.33 0.92 0.36  0.686
N8 1.43 3.34 -0.40  -0.007
C24 1.19 3.78 0.96  -0.070
H19 1.91 2.41 -4.07  0.094
H20 2.30 3.79 -3.05  0.089
H21 0.64 3.10 -3.06  0.081
H22 2.22 0.97 -2.35  0.076
H23 1.13 3.96 -1.13  0.124
H24 1.52 3.00 1.65  0.044
H25 0.13 3.95 1.12  0.074
H26 1.74 4.70 1.16  0.088